1.
The following is a DFT calculation (ωB97M-V/def2-TZVPD) of the ion C19H36NO3 with charge +1 at a distorted geometry.

Each line ends with the Löwdin charge.
CARTESIAN COORDINATES (ANGSTROEM)
O 2.83 4.10 1.73  0.1558
O 0.63 4.46 1.41  -0.0024
O -0.44 -0.76 0.68  -0.1493
N 0.93 1.41 2.08  -0.3036
C 0.11 4.55 -1.58  -0.0854
C -2.86 -3.73 -1.39  -0.0137
C 2.02 1.14 1.12  0.0339
C -0.63 0.56 0.24  -0.1788
C -1.02 -1.35 -2.50  -0.0033
C -0.69 -4.11 -0.05  -0.2327
C 0.87 0.30 3.05  0.0242
C -0.71 -2.26 -1.33  -0.3874
C -0.87 -4.52 -2.58  -0.0168
C 1.25 5.24 -0.84  -0.2115
C -1.23 -1.76 0.05  -0.2436
C 1.67 3.83 1.91  -0.4957
C -0.39 1.55 1.39  -0.0607
C -1.19 -3.03 0.92  -0.0605
C 0.88 5.62 0.59  -0.1357
C -1.33 -3.68 -1.39  -0.4514
C 0.79 -2.56 -1.14  -0.0982
C 0.80 -3.85 -0.29  -0.1155
C 1.23 2.67 2.82  -0.0036
H 0.41 4.32 -2.60  0.0795
H 2.05 2.48 3.52  0.1550
H -2.25 -1.37 -0.05  0.1512
H -3.18 -4.76 -1.37  0.0961
H -0.05 6.19 0.62  0.1368
H 2.01 1.86 0.31  0.1202
H 1.69 6.20 1.04  0.1339
H -1.10 -5.56 -2.40  0.0975
H -0.91 -5.13 0.27  0.1537
H -1.16 1.41 2.15  0.1528
H -0.47 2.56 0.99  0.1221
H 1.28 -2.69 -2.10  0.1191
H 1.86 0.11 3.47  0.1219
H -0.50 -2.90 1.75  0.1168
H -1.41 -4.21 -3.48  0.0879
H 2.14 4.61 -0.83  0.1094
H -3.31 -3.22 -0.55  0.0755
H -2.07 -1.05 -2.50  0.0893
H 2.99 1.21 1.62  0.1292
H 0.02 0.79 -0.61  0.1212
H 1.26 -4.68 -0.83  0.1133
H -0.81 -1.86 -3.43  0.0892
H -0.18 3.62 -1.09  0.0502
H 1.28 -1.74 -0.62  0.1002
H 1.52 6.16 -1.36  0.1226
H 0.18 0.54 3.86  0.1229
H -1.67 0.71 -0.09  0.1475
H 0.19 -4.44 -2.78  0.0787
H -3.24 -3.28 -2.31  0.0896
H 0.52 -0.59 2.53  0.1016
H 1.34 -3.72 0.64  0.1128
H 1.90 0.13 0.72  0.1062
H 0.34 2.97 3.39  0.1552
H -0.76 5.20 -1.63  0.0824
H -0.41 -0.45 -2.48  0.0756
H -2.16 -3.27 1.33  0.1192

Results
orbital gap = 0.3803 Ha
charge = +1
SMILES = CCCOC(=O)C[N+](C)(C)CCO[C@@H]1C[C@@H]2CC[C@@]1(C)C2(C)C
energy relative to the best compared isomer or geometry (same formula, charge and spin) = 0.227 eV

2.
The following is a DFT calculation (ωB97M-V/def2-TZVPD) of a structure of composition C2H4FeIO4S at a distorted geometry.

Each line ends with the Mulliken spin population.
CARTESIAN COORDINATES (ANGSTROEM)
I 21.99 -10.36 4.02  0.2423
Fe 22.58 -12.63 5.15  3.8796
S 18.60 -8.89 1.61  -0.0808
O 19.67 -8.49 0.46  0.0640
O 17.25 -8.41 1.33  0.1365
O 19.13 -8.55 2.92  0.2229
O 18.78 -10.48 1.29  0.3502
C 20.46 -9.53 -0.01  0.0149
C 20.00 -10.85 0.64  0.0401
H 19.91 -11.80 0.11  0.0228
H 20.55 -10.97 1.57  0.0636
H 21.46 -9.21 0.29  0.0132
H 20.33 -9.54 -1.09  0.0308

Results
orbital gap (spin up / spin down) = 0.2785 / 0.1643 Ha
2S+1 = 6
charge = +2

3.
The following is a DFT calculation (ωB97M-V/def2-TZVPD) of an isolated molecule of C6H11N3 at a distorted geometry.

Each line ends with the Löwdin charge.
CARTESIAN COORDINATES (ANGSTROEM)
N -2.92 -0.40 -0.91  -0.0358
N 0.61 -0.95 -0.31  -0.1981
N -1.67 -1.02 -0.98  -0.0171
C 1.33 -0.32 0.90  -0.0181
C -1.55 1.39 -0.11  -0.0780
C 1.04 -2.19 -0.73  -0.0980
C -0.67 -0.49 -0.34  -0.0988
C -0.89 2.51 0.44  -0.1508
C -2.71 0.88 -0.59  -0.2630
H -0.66 2.41 1.55  0.0947
H 0.11 2.68 -0.01  0.0717
H 1.55 0.75 0.62  0.0845
H -1.70 -1.94 -1.35  0.1317
H -1.35 3.44 0.16  0.0767
H -3.55 1.51 -0.68  0.0929
H 2.00 -2.24 -1.01  0.0468
H 0.47 -2.43 -1.64  0.0997
H 2.22 -0.88 1.13  0.0705
H 0.83 -2.96 0.00  0.1037
H 0.65 -0.11 1.75  0.0848

Results
orbital gap = 0.2697 Ha
energy relative to the best compared isomer or geometry (same formula, charge and spin) = 5.293 eV

4.
The following is a DFT calculation (ωB97M-V/def2-TZVPD) of a structure of composition C10H20BaN2PS at a distorted geometry.

Each line ends with the Löwdin charge.
CARTESIAN COORDINATES (ANGSTROEM)
Ba -1.15 -0.34 -2.94  1.1620
S -0.47 -1.38 -0.12  0.5124
P 0.22 2.65 -1.88  0.5955
N -0.96 0.46 1.76  -0.0131
N 0.60 -1.11 2.35  -0.0218
C -1.09 -1.45 4.23  -0.0949
C -0.47 1.54 2.66  -0.2289
C -0.45 -1.37 -5.42  -0.3838
C -0.21 -2.44 -4.49  -0.5372
C 0.85 0.39 -4.20  -0.4547
C 1.02 1.80 2.60  -0.0947
C 0.45 -2.31 -3.32  -0.3621
C -0.26 -0.64 1.41  -0.8706
C 0.22 -0.11 -5.27  -0.5613
C 0.33 -1.12 3.83  -0.2360
H -0.61 -3.41 -4.82  0.0473
H 0.23 0.56 -6.15  0.0518
H -1.58 0.77 1.01  0.1084
H 0.62 -0.14 4.22  0.0808
H -1.00 2.46 2.35  0.1180
H 1.30 2.27 1.65  0.0714
H -0.77 3.35 -1.11  -0.1948
H -1.16 -1.51 5.32  0.0752
H -0.93 -1.56 -6.38  0.0439
H 1.62 1.20 -4.36  -0.0417
H 1.31 3.13 -1.09  -0.1777
H 1.02 -1.85 4.27  0.1190
H -0.78 1.30 3.68  0.0874
H 1.30 2.50 3.39  0.0777
H -1.80 -0.68 3.88  0.0617
H 0.36 3.71 -2.83  -0.1514
H 1.62 0.89 2.72  0.0600
H 1.14 -1.91 2.02  0.1167
H -1.40 -2.42 3.83  0.0842
H 0.88 -3.20 -2.81  -0.0487

Results
orbital gap = 0.1046 Ha
charge = -1